30
Properties=species:S:1:pos:R:3:forces:R:3:nbo_charge:R:1 method="wB97M-V/def2-TZVPD" energy_ha=-629.75288 e_lumo_ha=-0.106 total_charge=+1 largest_force_ev_per_a=4.94 de_lowest_kj_mol=382.2
C 1.034688 1.157690 0.837153 -0.8 -2.3 -2.3 -0.239
C -1.421871 1.436938 1.063177 3.5 0.6 1.0 -0.130
C -0.357831 0.830651 0.505249 -1.3 0.2 0.3 0.107
C 1.922512 0.406504 0.216865 1.0 0.6 0.7 -0.274
C 3.238921 0.080886 0.125039 0.0 -0.5 -0.8 0.551
C -2.775268 1.024325 0.972542 -3.4 0.5 -0.9 -0.472
C -2.942764 0.256675 -0.340968 -0.4 0.4 0.1 -0.423
C -1.923156 -0.831641 -0.289968 -1.2 -3.0 -0.9 -0.214
C 0.332099 -1.527142 0.020330 -0.3 -0.5 -0.1 0.303
C -0.081860 -0.014599 -1.838811 -0.8 -4.1 2.7 -0.369
N 4.099732 0.509023 -0.866961 -3.9 -0.7 2.3 -0.762
N 0.159813 -2.183930 1.056030 1.0 -0.3 0.3 -0.613
N -0.581770 -0.333325 -0.418134 3.0 1.1 0.5 -0.304
O 3.721623 -0.941919 0.840963 2.1 0.6 -1.0 -0.658
H 1.171696 1.920705 1.525284 0.5 1.4 1.2 0.226
H -1.051047 2.096419 1.849125 -0.6 0.4 -0.2 0.237
H -2.946284 0.435099 1.877179 -0.3 -0.6 -0.2 0.242
H -3.642957 1.749665 1.019648 1.5 0.0 0.1 0.259
H -3.990053 -0.098671 -0.390422 0.8 -0.1 -0.4 0.257
H -2.687254 0.878261 -1.257103 -0.7 -0.3 1.2 0.217
H -1.900250 -1.401427 0.747721 -0.7 0.9 -2.6 0.232
H -1.995201 -1.476307 -1.264464 -0.4 0.3 2.3 0.231
H 0.946105 -1.974467 -0.776131 -0.4 0.7 0.1 0.214
H -0.323570 -0.928126 -2.344139 -0.1 -0.2 -0.9 0.209
H -0.579273 0.774570 -2.181102 -1.6 3.4 -1.6 0.220
H 0.934177 0.013035 -1.646165 2.0 0.8 -0.5 0.247
H 3.887725 1.327382 -1.338061 -0.4 1.7 -0.9 0.401
H 4.983989 0.189677 -0.902422 3.4 -1.4 0.0 0.407
H -0.397851 -1.871106 1.838283 -0.3 0.4 -0.1 0.371
H 3.165182 -1.504844 1.360262 -1.2 0.1 0.3 0.524


57
Properties=species:S:1:pos:R:3:forces:R:3:lowdin_spin:R:1 method="wB97M-V/def2-TZVPD" energy_ha=-2643.65288 e_lumo_ha="-0.183 / -0.182" total_charge=+2 spin_multiplicity=6 largest_force_ev_per_a=3.70
Dy 0.421902 0.138972 -0.054639 -0.5 -0.2 0.2 5.063
C -1.033059 1.671007 -2.830903 0.4 -0.2 -1.1 0.000
N -0.372190 2.064147 -1.593116 1.4 -0.5 -0.6 -0.007
C -1.062900 3.071518 -0.877110 -3.6 0.3 -0.7 0.000
C -1.911010 2.404514 0.163735 -0.6 1.1 0.1 -0.001
N -1.522247 1.298047 0.701397 0.8 -1.9 0.8 -0.009
C -2.379562 1.000916 1.767364 -0.9 0.5 0.9 0.000
C -2.431399 -0.051593 2.723810 -1.2 1.9 -0.1 0.000
C -3.453690 0.077189 3.650047 0.5 -0.5 0.4 0.000
C -4.379302 1.123076 3.704405 -0.2 -1.0 -0.4 0.000
C -4.436658 2.078562 2.753300 2.1 0.9 -1.4 0.000
C -3.333565 2.047643 1.855012 -0.3 -0.4 -1.1 0.000
N -3.028865 2.884277 0.740618 -0.5 1.6 0.8 0.000
C -0.461605 0.322917 -3.235940 0.0 -0.5 1.2 0.000
N 0.051988 -0.494624 -2.294744 -1.0 0.9 -0.4 -0.010
C 0.276259 -1.703517 -2.902887 -0.9 -0.7 -1.1 0.000
C 0.565546 -2.969344 -2.354084 0.8 2.1 0.3 0.000
C 0.736546 -3.981792 -3.243366 -0.5 -1.2 -1.0 0.000
C 0.461035 -3.838866 -4.647894 0.0 -0.5 -0.5 0.000
C 0.039338 -2.613029 -5.146062 0.1 -1.4 0.3 0.000
C -0.083455 -1.578316 -4.263943 0.9 0.1 1.0 0.000
N -0.495649 -0.276119 -4.445607 0.0 0.4 1.8 0.000
H -0.813031 2.382688 -3.642322 -0.2 0.1 0.2 0.000
H -2.117603 1.719588 -2.667712 0.2 -0.7 -0.2 0.000
H 0.514534 2.441453 -1.882594 0.6 0.1 0.1 0.000
H -1.743063 3.655086 -1.547974 0.5 -0.2 0.4 0.000
H -0.457074 3.769678 -0.403156 1.5 1.1 0.8 0.000
H -1.732728 -0.827364 2.851647 0.7 -0.8 -0.3 0.000
H -3.588052 -0.648312 4.444218 0.4 -0.2 -0.2 0.000
H -5.132510 1.024008 4.436853 -0.7 0.2 0.8 0.000
H -5.136463 2.884252 2.707568 -0.5 0.2 0.1 0.000
H -3.384052 3.872360 0.626351 0.5 -1.8 0.1 0.000
H 0.745884 -3.013759 -1.271093 -0.2 -0.5 -0.5 0.000
H 0.970031 -4.937777 -2.799853 0.1 -0.3 -0.4 0.000
H 0.496638 -4.679951 -5.424071 0.2 1.1 1.7 0.000
H -0.284769 -2.518322 -6.145194 -0.1 0.1 -1.1 0.000
H -0.698633 0.196564 -5.288829 -0.4 0.2 -0.9 0.000
N 3.693769 2.817841 0.912032 1.9 -1.3 -0.5 0.000
C 3.232195 1.732259 0.283887 2.6 0.1 1.9 0.000
O 2.059541 1.628927 -0.032094 -1.4 0.1 -0.5 -0.011
C 4.281233 0.620666 0.144884 -0.2 0.5 -0.3 0.000
I 3.532474 -1.038153 -0.892313 -0.2 -0.3 -0.1 -0.008
H 3.089111 3.359988 1.467549 -0.8 0.9 0.4 0.000
H 4.692472 2.806659 1.185995 -1.1 0.2 -0.1 0.000
H 4.714004 0.319350 1.096312 -0.7 -0.1 0.3 0.000
H 5.135742 0.984381 -0.392819 0.3 0.3 -0.7 0.000
O 3.256433 -0.179872 3.064610 -0.1 0.2 -0.2 0.000
C 2.236788 -0.817010 3.019637 -0.5 0.6 0.3 0.000
C 1.847747 -2.008896 3.856495 0.3 -0.8 -0.9 0.000
C 1.026381 -2.837636 2.837061 -2.2 -0.1 1.9 0.000
C 0.628551 -1.777201 1.880235 0.4 0.8 0.0 -0.002
O -0.036624 -1.904905 0.824787 -1.0 -0.6 -0.8 -0.009
N 1.161622 -0.573137 2.123913 0.9 -0.2 -0.2 -0.008
H 1.234140 -1.645159 4.671311 0.0 -0.1 0.3 0.000
H 2.727726 -2.543949 4.177646 0.1 0.0 0.5 0.000
H 0.092001 -3.366479 3.291541 1.6 0.9 -0.9 0.000
H 1.588141 -3.573465 2.316091 0.6 -0.8 -0.4 0.000


35
Properties=species:S:1:pos:R:3:forces:R:3:nbo_charge:R:1 method="wB97M-V/def2-TZVPD" energy_ha=-2461.19516 e_lumo_ha=0.016 total_charge=0 largest_force_ev_per_a=4.99 smiles="[H]/N=C(/C)NP(=S)(Oc1ccc(Cl)cc1)Oc1ccc(Cl)cc1" de_lowest_kj_mol=159.9
S 2.247934 -2.292285 -1.613939 -0.7 0.3 -0.2 -0.658
Cl -2.064416 2.965752 3.903026 0.1 -0.6 -0.6 0.006
Cl -4.114024 2.079472 -1.736059 1.2 -1.8 0.2 -0.011
N 1.769084 -2.412401 3.111160 0.4 0.4 2.5 -0.637
O 1.388151 -0.456469 0.356323 -2.2 -0.9 1.0 -0.754
O -0.451685 -2.366041 -0.316963 2.9 -1.2 2.1 -0.746
C 2.472025 -2.609848 2.080833 -1.0 1.1 2.4 0.422
C -1.198440 0.522404 2.974424 0.1 -2.6 -0.4 -0.198
C -0.396844 2.408238 1.850057 0.4 2.4 -2.6 -0.203
C -3.407603 -0.547949 -0.766493 -2.3 2.9 -0.8 -0.201
C -1.802239 0.480690 -2.190783 0.3 0.3 0.7 -0.222
C -0.425156 -0.381135 2.135424 0.4 2.9 -1.0 -0.251
C 0.429615 1.635546 1.000147 0.1 -0.3 -0.3 -0.241
C -2.555398 -1.543748 -0.456385 -1.0 -0.2 0.5 -0.255
C -0.941725 -0.581248 -1.870956 -1.0 -0.4 0.9 -0.269
C -1.252886 1.889610 2.764996 0.7 -0.8 1.2 -0.052
C -3.055069 0.611905 -1.551093 0.6 -1.3 0.2 -0.014
C 0.414609 0.233134 1.090187 -1.2 0.8 3.1 0.266
C -1.287327 -1.501309 -0.870319 0.3 2.2 -2.6 0.288
N 1.756542 -3.113324 1.036486 -0.6 -1.3 -2.4 -0.993
C 3.915987 -2.190754 1.976878 0.3 2.3 0.3 -0.697
P 1.109147 -1.994712 -0.046709 2.8 -1.5 -3.9 2.011
H 0.815584 -2.846257 3.161181 1.4 0.5 -0.8 0.348
H -1.772956 0.099018 3.824054 0.4 0.2 -0.8 0.236
H -0.510391 3.523502 1.657594 0.7 -1.5 0.3 0.237
H -4.401771 -0.669816 -0.334126 0.1 0.5 -0.3 0.229
H -1.263166 1.201763 -2.806457 -1.0 0.3 -0.1 0.238
H -0.447675 -1.467565 2.232817 -0.1 0.5 0.3 0.224
H 1.110018 2.107961 0.238249 -0.9 -0.4 1.0 0.244
H -2.895762 -2.361184 0.118954 -0.3 -0.7 0.8 0.230
H -0.023053 -0.710721 -2.388956 0.8 0.2 -0.2 0.252
H 2.348854 -3.743113 0.483669 -0.6 0.4 -0.4 0.436
H 4.580073 -3.019668 1.835266 0.3 -0.7 0.2 0.235
H 4.188392 -1.493090 1.121582 -1.0 -0.8 0.7 0.248
H 4.169711 -1.599602 2.914706 -0.3 -1.1 -1.0 0.254


9
Properties=species:S:1:pos:R:3:forces:R:3:nbo_charge:R:1 method="wB97M-V/def2-TZVPD" energy_ha=-930.59063 e_lumo_ha=0.142 total_charge=-1 largest_force_ev_per_a=3.05 smiles=[O-]P(O)CS de_lowest_kj_mol=253.5
C 0.787275 -0.740026 -0.437938 0.2 -1.4 0.1 -0.941
O -0.490772 1.595374 -0.047195 0.2 1.4 0.4 -1.170
O -1.862107 -0.467926 0.439018 0.0 1.5 0.6 -1.048
P -0.803584 0.266196 -0.708427 -1.0 -1.2 -1.2 1.273
S 1.841677 0.212974 0.677304 0.1 0.2 0.4 -0.280
H 1.364092 -0.739854 -1.454349 -1.4 -0.9 1.7 0.216
H 0.443858 -1.779991 0.085828 1.1 2.2 -1.8 0.232
H -2.156834 0.370201 0.907579 0.5 -1.5 -0.5 0.476
H 0.876393 1.283054 0.538180 0.3 -0.2 0.3 0.244


43
Properties=species:S:1:pos:R:3:forces:R:3:nbo_charge:R:1 method="wB97M-V/def2-TZVPD" energy_ha=-1508.35372 e_lumo_ha=0.001 total_charge=0 largest_force_ev_per_a=1.74 smiles="O=C1OC[C@@H](F)O1.C[C@H]1COC(=O)O1.O=C1OCCO1.O=C1OCCO1" de_lowest_kj_mol=0.0
C 0.224867 4.215352 1.476628 1.1 -0.3 -0.3 -0.097
C 1.550112 4.959010 1.713307 -0.5 1.6 -0.4 -0.106
O 2.532063 3.951241 1.791058 0.1 -0.2 0.1 -0.474
C 1.945268 2.732652 1.817037 0.2 0.1 0.2 0.973
O 2.523822 1.701543 1.948102 -0.1 0.1 -0.1 -0.577
O 0.610799 2.840563 1.667782 -0.4 0.0 0.3 -0.504
H -0.051633 4.285696 0.427363 -0.5 0.3 0.1 0.193
H -0.544911 4.503513 2.181263 -0.2 -0.2 -0.1 0.210
H 1.551581 5.652134 2.561950 0.0 -0.8 0.5 0.194
H 1.766297 5.678784 0.912932 0.2 -0.7 -0.3 0.195
C -0.501635 -0.531632 0.991193 0.3 0.3 -0.7 -0.104
C 0.246947 0.118639 -0.185826 -0.6 1.2 0.0 -0.104
O 0.468766 -0.938900 -1.110443 0.2 -0.2 0.2 -0.490
C -0.199434 -2.039901 -0.692266 0.3 0.0 0.2 0.974
O -0.363696 -3.016784 -1.345924 0.1 -0.1 -0.1 -0.581
O -0.619228 -1.892705 0.582890 -0.4 0.0 -0.1 -0.490
H -1.487294 -0.072495 1.058778 -0.1 -0.2 0.4 0.185
H 0.061808 -0.476824 1.917601 -0.1 0.0 0.1 0.212
H 1.106699 0.694673 0.151308 0.6 -0.8 -0.3 0.219
H -0.360466 0.857765 -0.719254 -0.2 -0.1 0.2 0.176
C 1.280391 -0.869210 -4.907077 0.4 0.1 0.3 -0.628
C 1.200549 -2.356715 -4.654421 -0.2 0.2 -0.6 0.062
C -0.015514 -3.047584 -5.310925 0.1 0.0 0.8 -0.096
O 0.539158 -3.838759 -6.350782 0.1 -0.1 0.1 -0.496
C 1.880333 -3.960747 -6.142927 -0.4 0.3 -0.2 0.972
O 2.554435 -4.785625 -6.659448 0.3 0.0 -0.1 -0.570
O 2.313047 -2.989275 -5.317105 0.0 -0.4 0.4 -0.494
H 1.195918 -0.662110 -5.973381 -0.2 0.1 0.0 0.214
H 2.245531 -0.475147 -4.580972 0.0 -0.1 0.0 0.225
H 0.528763 -0.346859 -4.313692 -0.2 0.0 -0.2 0.216
H 1.232922 -2.597466 -3.593827 0.2 0.0 0.0 0.208
H -0.760057 -2.348357 -5.683302 0.1 0.0 -0.3 0.190
H -0.488487 -3.698552 -4.572101 -0.1 -0.1 -0.2 0.193
C -2.698846 -0.714605 4.334544 0.4 -0.5 0.3 -0.134
C -1.570610 -0.529998 5.341917 -0.5 0.7 0.8 0.435
O -2.071562 0.475114 6.216313 0.2 -0.8 -0.2 -0.486
C -3.199242 1.017746 5.702224 -0.1 0.0 -0.4 0.968
O -3.798205 1.912020 6.181252 -0.2 0.4 0.3 -0.551
O -3.553561 0.393309 4.551360 0.3 0.2 -0.2 -0.482
F -0.443991 -0.019213 4.774916 0.1 -0.2 -0.3 -0.338
H -3.279921 -1.610296 4.543461 0.2 -0.2 -0.1 0.203
H -2.241605 -0.760443 3.346596 -0.5 0.2 -0.2 0.212
H -1.310157 -1.409541 5.921917 0.1 0.0 0.0 0.173